{
  "formula": "C45H54O17",
  "method": "ωB97M-V/def2-TZVPD",
  "elements": ["O", "O", "O", "O", "O", "O", "O", "O", "O", "O", "O", "O", "O", "O", "O", "O", "O", "C", "C", "C", "C", "C", "C", "C", "C", "C", "C", "C", "C", "C", "C", "C", "C", "C", "C", "C", "C", "C", "C", "C", "C", "C", "C", "C", "C", "C", "C", "C", "C", "C", "C", "C", "C", "C", "C", "C", "C", "C", "C", "C", "C", "C", "H", "H", "H", "H", "H", "H", "H", "H", "H", "H", "H", "H", "H", "H", "H", "H", "H", "H", "H", "H", "H", "H", "H", "H", "H", "H", "H", "H", "H", "H", "H", "H", "H", "H", "H", "H", "H", "H", "H", "H", "H", "H", "H", "H", "H", "H", "H", "H", "H", "H", "H", "H", "H", "H"],
  "xyz": [[6.68287, -4.51960, 2.67331], [-4.60813, 5.18940, 3.04831], [-8.20713, 2.71640, 0.31031], [3.40187, -3.27760, -3.63169], [0.73087, 3.62340, -1.90269], [0.21387, 0.98940, -4.73469], [-3.03113, 0.77140, 0.57631], [1.74487, -0.32760, -0.53869], [3.50187, -0.11060, 1.79031], [0.67087, 3.58440, 2.43231], [4.69087, 0.17140, -1.69469], [1.87687, -8.16060, 0.37631], [-1.00913, 0.77140, 2.35831], [0.10087, 8.19040, 1.04031], [-2.82313, -4.12560, 1.88931], [-2.83313, -2.85660, -3.39069], [0.31587, -2.87460, 0.13731], [-1.58713, 3.82840, 1.43331], [4.39487, -1.08860, 1.89731], [0.81987, -4.10460, 0.13231], [-1.19913, 4.60640, 3.73231], [1.58187, 5.42140, -0.63369], [3.12287, -1.19760, -4.68069], [-3.30513, 4.83940, 2.81531], [-0.63013, 4.05840, 2.53131], [-4.96813, 1.57540, 1.81431], [1.64487, -6.79460, 0.16331], [-3.24513, -4.54660, -1.67469], [4.96887, -1.19160, 3.12731], [-3.23613, -4.89360, -0.38269], [2.59387, -2.28760, -3.90569], [-2.52913, -2.26460, -1.31169], [-0.86313, 6.66340, -0.39869], [-6.90213, 2.21640, 0.43231], [5.17687, -3.29060, 1.22531], [0.54887, 4.81140, -1.31469], [-0.14413, -0.22860, 3.05331], [5.96687, -3.34260, 2.39131], [4.45087, -2.12160, 0.92531], [-0.75613, 5.52940, -1.26669], [0.23487, 7.17840, 0.25231], [1.28187, -2.20760, -3.53069], [-2.90913, 4.29840, 1.54331], [4.84887, 1.18540, -2.59069], [-4.87613, 1.34940, -0.61669], [2.30687, -5.93460, 1.02131], [0.27287, -5.01560, -0.75269], [-6.24913, 2.05540, 1.65931], [-6.28213, 1.84640, -0.67569], [0.49787, 0.38640, -0.45369], [5.76287, -2.36160, 3.30631], [0.97587, -0.03560, -4.36469], [2.22187, -0.10360, -4.89569], [-2.61813, -2.56560, 0.09131], [0.73987, -6.39360, -0.78269], [1.52887, 6.54640, 0.06831], [-2.47113, 4.99540, 3.92231], [0.40687, -1.05260, -3.60369], [-4.30013, 1.34240, 0.61031], [-2.76213, -3.87660, 0.60531], [-2.84713, -3.33660, -2.17069], [1.90087, -4.56560, 0.94831], [3.03687, -3.73160, -2.71869], [-6.75113, 1.89740, -1.77169], [-0.57113, -2.65660, -0.15369], [-1.55213, 4.94640, -1.67269], [0.08787, 3.66040, -2.44869], [-3.65013, -5.32760, -2.47669], [-1.14313, 3.16240, 0.49931], [-2.35313, -1.22760, -1.67869], [-2.84613, 5.59040, 5.03331], [-0.08813, 0.46340, -1.30869], [2.70887, 0.78740, -5.36769], [-0.63013, -4.64760, -1.23069], [-2.48213, -3.31660, -4.05269], [1.53087, -1.12960, -0.32869], [-3.53913, 4.22240, 0.73631], [-4.47413, 1.76740, 2.69531], [3.79387, -0.12160, -1.88869], [3.03687, -6.43660, 1.79531], [5.23587, 0.75240, -3.59369], [1.12187, -3.15160, -2.81369], [0.88287, 0.13540, 3.04231], [6.55587, -4.94360, 1.85031], [-0.34613, -1.20160, 2.84231], [2.68987, -3.93160, 1.59331], [5.01887, -4.29760, 0.60831], [2.28287, 6.97740, 0.63231], [2.43387, 4.98840, -0.95169], [-0.46313, 1.66540, 2.45531], [-1.78913, 7.09140, -0.24369], [1.12187, 3.49540, 1.71031], [0.48287, -7.09760, -1.50669], [-0.82513, 8.55940, 0.88531], [-5.18213, 5.32440, 2.23231], [-4.47113, 0.89040, -1.52569], [-2.53513, 0.82040, 1.44531], [5.62287, 1.83940, -2.17169], [-0.67113, 0.59540, -5.25869], [4.90387, -0.32560, 3.75331], [-6.74013, 2.29840, 2.58331], [2.60687, -8.47460, 0.72431], [-0.20613, -0.20860, 0.14131], [-0.49813, -0.31960, 4.05731], [-2.57813, -4.87960, 2.30431], [-3.70313, -5.89860, -0.13269], [-8.62713, 2.42440, 1.19831], [6.22887, -2.46160, 4.34831], [3.23387, 0.03640, 0.96131], [4.13887, -1.20860, -5.10569], [0.46287, 1.43240, -0.11969], [-2.23913, -1.94260, 1.03131], [-0.59913, -0.94060, -3.14269], [3.89287, -2.16360, -0.08469], [3.97287, 1.91140, -2.56469], [-0.52113, 4.62040, 4.71831]],
  "forces_ev_per_a": [[-0.542, 2.071, 0.835], [-1.552, 0.612, -1.282], [-0.270, -1.193, 3.051], [-0.145, -3.625, 4.199], [6.335, -0.264, 5.052], [-5.046, 1.029, -2.589], [0.299, 0.619, 1.197], [1.332, 8.595, -2.139], [0.879, 0.990, 4.543], [-4.549, 0.655, 8.772], [-1.123, -1.430, 0.936], [-6.983, 2.155, -4.073], [2.746, 1.392, 1.019], [-1.897, 3.599, 1.723], [-1.143, 4.788, 0.785], [-2.675, 3.176, 0.398], [1.936, 2.421, 1.410], [2.712, -0.814, 0.020], [-1.170, -1.267, -1.146], [0.677, -2.307, -0.138], [5.509, -1.350, 1.958], [-1.102, -1.213, -1.624], [-2.002, 0.314, 0.481], [-1.158, 0.038, -1.307], [-2.925, -0.296, -1.928], [-1.391, 1.480, -3.176], [1.521, -1.868, 1.399], [-1.241, -2.696, -4.227], [1.897, -2.169, -1.181], [0.241, 0.388, 3.432], [0.157, 4.040, -2.752], [-0.757, -1.046, 2.653], [1.697, -2.570, -2.148], [-1.492, 0.476, 1.110], [-0.263, -0.851, -0.997], [-3.638, 4.228, 2.077], [-0.723, 3.758, 0.897], [-1.278, -1.123, -0.482], [0.114, -1.506, -0.926], [3.663, -1.447, 1.423], [1.704, -3.647, -2.332], [-1.991, -1.524, 3.662], [2.783, 0.187, 3.564], [1.211, 2.144, -1.207], [-4.347, 1.220, -0.739], [-0.600, 1.081, 0.388], [0.475, -2.211, 0.451], [-0.316, 0.037, 0.967], [3.389, -1.521, -5.039], [-0.670, -0.672, 1.591], [1.004, 1.763, 3.805], [-1.386, -1.803, 0.474], [4.556, -0.555, -0.367], [2.218, 0.051, 2.681], [-0.281, 2.852, 0.850], [-4.078, 2.400, 1.357], [-2.286, 1.855, 1.750], [2.204, -1.830, -0.410], [2.623, -2.540, 0.020], [-2.273, -1.975, -4.948], [1.133, 3.204, 2.551], [3.001, 0.607, 2.106], [1.398, 1.345, -3.414], [0.761, -0.055, 2.831], [-0.525, -1.000, -0.413], [-1.005, 0.353, -0.298], [-6.884, -1.078, -6.700], [0.928, 1.681, 1.784], [-1.516, 2.089, 2.310], [-0.127, -1.115, 0.362], [1.054, -2.246, -3.875], [-0.201, -0.127, -2.648], [-1.060, -0.806, 0.108], [0.277, -0.476, -0.705], [2.149, -3.510, -3.960], [-1.836, -7.733, 1.973], [-1.712, -0.251, -1.531], [1.101, -0.369, 2.049], [-0.142, -0.641, 0.551], [-1.347, 1.719, -1.603], [-1.064, 1.229, 1.114], [-0.761, 2.070, -1.442], [0.002, -0.651, -0.233], [0.347, -1.500, -1.214], [-0.110, -2.719, -2.410], [-2.711, -0.671, -1.450], [0.586, 2.467, 0.980], [1.807, 0.561, 0.604], [3.530, -1.373, -0.033], [-1.886, -2.681, -0.326], [-1.980, 0.890, 0.243], [3.172, -0.205, -7.319], [-1.032, -0.936, -0.976], [1.868, -0.491, 0.628], [1.505, -0.522, 1.350], [0.260, 0.487, 0.630], [-0.541, 0.010, -1.009], [0.379, -0.161, -0.392], [3.632, 1.674, 2.265], [-0.026, -0.169, 0.741], [-0.518, 0.365, 0.201], [5.917, -1.357, 2.716], [0.383, 0.348, 0.642], [0.020, 0.916, 1.320], [1.324, -3.927, 0.922], [1.019, 1.430, 0.173], [0.574, 1.004, -2.273], [-0.424, -0.046, -1.703], [-1.784, 0.751, -5.346], [-0.617, 0.041, 0.424], [1.111, -0.448, 0.509], [-1.120, -0.284, -2.560], [0.967, -0.452, -0.532], [0.708, 0.657, 1.990], [0.579, -1.135, -0.935], [-1.155, 0.135, -2.552]],
  "homo_energy_ev": -7.85,
  "charge": 0,
  "homo_lumo_gap_ha": 0.295,
  "e_above_lowest_kj_mol": 306.2,
  "smiles": "Oc1ccc(O)cc1.Oc1ccc(O)cc1.Oc1ccc(O)cc1.Oc1ccc(O)cc1.Oc1ccc(O)cc1.Oc1ccc(O)cc1.Oc1ccc(O)cc1.CO.CO.CO"
}

---

{
  "formula": "C21H19AuF6N3O7PS5",
  "method": "ωB97M-V/def2-TZVPD",
  "elements": ["Au", "S", "S", "S", "S", "S", "P", "F", "F", "F", "F", "F", "F", "O", "O", "O", "O", "O", "O", "O", "N", "N", "N", "C", "C", "C", "C", "C", "C", "C", "C", "C", "C", "C", "C", "C", "C", "C", "C", "C", "C", "C", "C", "C", "H", "H", "H", "H", "H", "H", "H", "H", "H", "H", "H", "H", "H", "H", "H", "H", "H", "H", "H"],
  "xyz": [[0.51640, -0.06510, -0.01750], [3.36760, -0.23250, 0.12030], [-1.55420, 0.07830, 2.77870], [0.31430, 0.96160, -7.38350], [-2.47500, -1.36320, 0.66750], [2.12790, -1.93520, 0.13240], [-0.78750, 1.98540, -0.19280], [-1.05770, -0.78680, 5.18740], [-2.95320, -1.49940, 4.45720], [-4.31420, 0.01210, -0.67130], [-1.11740, -2.38350, 3.75040], [-4.15050, -2.03280, -1.29940], [-5.16430, -1.55320, 0.53610], [2.41610, 0.79960, 0.63220], [-2.38560, -2.66230, 1.22660], [4.48640, -0.45430, 0.97830], [-1.83690, 1.30520, 3.44610], [-0.21610, -0.11610, 2.27470], [-1.56400, -1.05750, -0.42770], [3.65260, -0.03380, -1.28050], [-2.66420, -0.18870, 1.68860], [-0.11900, -1.59320, -7.14590], [0.86270, -0.36960, -2.36690], [2.62590, 4.02230, 0.57930], [1.64450, 3.29760, -0.06620], [-0.73050, 3.72770, -3.91920], [0.18300, 3.59330, 1.83620], [1.32450, 0.49870, -4.51840], [1.48630, 0.50070, -3.14430], [-1.92850, 1.65280, -4.05110], [0.11110, -1.31820, -2.89920], [1.17560, 4.31010, 2.47850], [-0.47570, 3.50310, -2.57670], [2.39390, 4.52170, 1.85200], [-0.96760, 2.35870, -1.96400], [-1.45100, 2.80470, -4.65940], [0.40630, 3.10780, 0.54830], [-0.07430, -1.43090, -4.26580], [0.51210, -0.47580, -5.10030], [-4.13420, -1.23550, -0.23110], [-2.41490, 2.56040, 0.42330], [0.24900, -0.45800, -6.54570], [-1.69270, -1.24900, 4.11290], [-1.68740, 1.42640, -2.70970], [-0.69630, -2.22620, -4.64760], [3.17880, 5.05300, 2.36860], [-2.04180, 0.53260, -2.21370], [-0.74850, 3.37630, 2.33630], [-0.36690, 4.63080, -4.38420], [-1.64800, 2.97570, -5.70780], [0.09440, 4.21490, -2.00170], [3.58550, 4.16730, 0.10800], [-0.34270, -1.58110, -8.12850], [-2.49000, 0.93430, -4.63140], [-3.20370, 2.08520, -0.15560], [-0.09330, -2.48080, -6.67360], [1.83330, 2.86020, -1.03570], [-0.35940, -1.98330, -2.19130], [1.00770, 4.68150, 3.47930], [-2.45670, 3.64350, 0.27600], [-2.53980, 2.29900, 1.47230], [1.79700, 1.24700, -5.13710], [2.15460, 1.19440, -2.65650]],
  "forces_ev_per_a": [[0.322, -0.578, -0.529], [1.206, -1.402, -1.073], [-0.160, -0.370, 0.852], [0.003, 0.013, -0.104], [-1.586, -0.108, -0.389], [-0.900, 1.376, 0.366], [0.672, 0.946, -0.495], [0.078, 0.190, -0.076], [-0.065, 0.224, -0.340], [0.170, 0.219, 0.044], [0.022, 0.100, -0.268], [0.400, -0.161, 0.186], [0.276, -0.078, 0.294], [-0.801, 0.298, 0.476], [0.081, -0.598, 0.181], [-0.119, 0.128, 0.301], [-0.230, 0.172, 0.070], [0.270, -0.273, 0.192], [0.334, 0.030, -0.325], [0.143, 0.413, 0.072], [0.093, -0.224, 0.004], [-0.010, -0.455, 0.215], [-0.334, -0.015, 0.625], [0.061, 0.050, 0.030], [-0.253, 0.186, 0.042], [0.015, 0.011, -0.104], [-0.054, -0.031, -0.242], [-0.174, -0.218, 0.027], [0.198, 0.205, -0.425], [-0.076, -0.062, -0.057], [-0.079, -0.250, -0.243], [0.062, -0.004, 0.096], [-0.052, -0.017, 0.175], [-0.015, 0.006, -0.020], [0.168, -0.222, 0.145], [-0.051, 0.033, 0.019], [0.013, -0.035, -0.021], [0.194, 0.221, -0.023], [0.164, -0.310, 0.812], [-0.102, 0.118, -0.027], [0.086, -0.555, 0.285], [-0.184, 0.688, -0.920], [0.012, -0.066, 0.323], [-0.015, 0.117, 0.137], [-0.114, 0.003, -0.013], [0.049, 0.090, 0.030], [-0.119, -0.101, -0.123], [-0.056, 0.086, 0.124], [0.068, 0.076, -0.076], [0.043, 0.018, -0.037], [0.040, 0.164, 0.036], [0.093, 0.000, -0.051], [0.065, 0.093, 0.091], [-0.027, -0.070, -0.020], [0.046, -0.045, 0.021], [0.047, -0.005, -0.001], [0.096, 0.014, -0.075], [-0.088, -0.178, -0.141], [-0.011, 0.008, 0.040], [0.198, -0.133, -0.046], [-0.115, 0.211, -0.094], [0.037, -0.023, 0.019], [-0.034, 0.081, 0.026]],
  "homo_energy_ev": [-9.12, -9.12],
  "charge": 0,
  "homo_lumo_gap_ha": [0.225, 0.225],
  "e_above_lowest_kj_mol": 85.5
}

---

{
  "formula": "C2FLi2O2",
  "method": "ωB97M-V/def2-TZVPD",
  "elements": ["F", "O", "O", "C", "C", "Li", "Li"],
  "xyz": [[-2.72328, 0.66378, -0.41002], [-0.04123, -1.07346, -0.30068], [3.16654, 0.48868, -0.17062], [1.98289, 0.30216, -0.48959], [0.86753, -0.27645, -0.59631], [-1.91938, -0.77838, 0.07478], [4.21640, -0.42156, 0.18383]],
  "forces_ev_per_a": [[0.322, -0.911, 0.370], [0.207, 1.100, -0.900], [-2.488, 3.719, -1.507], [-2.880, -1.065, -0.127], [0.876, -0.751, 1.268], [-0.157, 1.072, -0.485], [4.120, -3.164, 1.382]],
  "homo_energy_ev": [-8.25, -7.95],
  "charge": 0,
  "spin_multiplicity": 2,
  "homo_lumo_gap_ha": [0.249, 0.237]
}

---

| no. | total energy (Ha) |
| --- | --- |
| 1 | -3025.68663 |
| 2 | -4569.70756 |
| 3 | -341.57402 |